Below is 3 unconnected molecules or ions with the total composition C12H25FNO8S, with properties calculated with ωB97M-V/def2-TZVPD.

- strongest force on any atom (eV/Å) = 0.4
- LUMO (eV) = -3.5
- calculated total energy (eV) = -44264.932

ORCA input file:
```
! RIJCOSX wB97M-V def2-TZVPD def2/J DEFGRID3
* xyz 1 1
O -1.14959 -3.33802 -2.64728
S -0.43550 -2.43728 -3.45689
O 0.45140 -2.75778 -4.49878
F 0.20367 -1.36183 -2.56896
N -1.64140 -1.36311 -4.21346
C -2.33115 -0.34020 -3.32410
C -3.59790 -1.03176 -2.80799
C -3.82122 -2.26380 -3.71082
C -2.78629 -2.16924 -4.82390
H -1.09809 -0.88717 -4.93950
H -2.54148 0.50945 -3.97021
H -1.66343 -0.02749 -2.52985
H -3.43605 -1.35530 -1.78206
H -4.43088 -0.33598 -2.82465
H -4.81276 -2.28375 -4.15785
H -3.68980 -3.18544 -3.15168
H -3.12739 -1.56962 -5.66522
H -2.40334 -3.11967 -5.18836
C -0.10882 -3.91409 0.52830
C -1.06462 -2.74986 0.66861
O -1.24690 -2.35677 2.03116
C -0.28603 -1.55551 2.51446
O 0.64223 -1.12208 1.87746
O -0.54348 -1.31597 3.78899
C 0.41194 -0.47001 4.45166
H -0.45112 -4.75843 1.12646
H -0.06282 -4.23434 -0.51166
H 0.89323 -3.64083 0.85606
H -2.06241 -3.02567 0.32516
H -0.72138 -1.88286 0.09896
H 0.54394 0.45885 3.90193
H 1.36722 -0.98337 4.53949
H -0.00646 -0.27779 5.43362
C 2.43283 1.95598 1.38492
C 3.70300 2.76655 1.26189
O 3.43813 4.17930 1.31269
C 3.24027 4.67545 2.53608
O 3.27866 4.05264 3.56690
O 3.00608 5.98052 2.42314
C 2.78582 6.65687 3.66771
H 1.70924 2.26472 0.62837
H 2.64410 0.89469 1.25152
H 1.98458 2.09154 2.36811
H 4.17872 2.61676 0.29443
H 4.41592 2.50652 2.04351
H 3.60410 6.46462 4.35769
H 1.84906 6.32851 4.11484
H 2.73612 7.71204 3.41911
*
```

---

Below is a molecular structure, C12H25IrO6, with properties calculated with ωB97M-V/def2-TZVPD.

- strongest force on any atom (eV/Å) = 16.4
- LUMO (spin up / spin down) (eV) = -11.2 / -11.3
- calculated total energy (eV) = -27927.248
- ⟨S²⟩ = 0.75

ORCA input file:
```
! RIJCOSX wB97M-V def2-TZVPD def2/J DEFGRID3
* xyz 3 2
Ir -0.18490 0.09603 -0.02871
C 1.30448 2.95223 0.20153
C 2.37577 1.92862 0.35054
O 1.70744 0.78377 -0.15908
C 1.73015 0.73657 -1.62599
C 0.91160 -0.36494 -2.36430
O -0.44606 -0.65557 -1.92344
C -0.81827 -1.99361 -2.19820
C -0.02759 -2.81215 -1.21554
O 0.49142 -1.82728 -0.30162
C 0.52595 -2.39601 1.01045
C 0.79315 -1.33209 2.05405
O -0.08703 -0.22895 1.95714
C -1.45555 -0.41708 2.27031
C -2.38307 -0.53437 1.05111
O -2.19446 0.34089 -0.05226
C -2.23192 1.73695 0.15741
C -0.92900 2.38952 0.62798
O 0.21314 2.09981 -0.19600
H 1.51284 3.65679 -0.60903
H 1.13730 3.50812 1.13084
H 2.60870 1.74978 1.40436
H 3.30206 2.16516 -0.18204
H 2.78076 0.61325 -1.92037
H 1.42065 1.69979 -2.05039
H 1.53267 -1.26880 -2.36595
H 0.83578 -0.07458 -3.41996
H -0.63753 -2.27398 -3.24114
H -1.89072 -2.08931 -2.00230
H 0.81493 -3.32386 -1.69218
H -0.66694 -3.56867 -0.74635
H 1.30486 -3.16572 1.04812
H -0.43692 -2.86795 1.23748
H 1.80478 -0.93841 1.91251
H 0.74961 -1.75437 3.06406
H -1.76175 0.46684 2.84038
H -1.59393 -1.27436 2.93968
H -3.42395 -0.44744 1.38478
H -2.28470 -1.54459 0.64227
H -3.05314 1.99057 0.83747
H -2.47994 2.17126 -0.81769
H -0.69875 2.10814 1.65747
H -1.09632 3.47493 0.62283
H 0.92441 0.48507 -1.29023
*
```

---

Below is a molecular structure, C12H25KN3O3V, with properties calculated with ωB97M-V/def2-TZVPD.

- strongest force on any atom (eV/Å) = 4.4
- LUMO (spin up / spin down) (eV) = -10.0 / -10.0
- energy above the lowest of the compared OMol25 structures with the same formula, charge and spin (kJ/mol) = 0.0
- calculated total energy (eV) = -65458.353

ORCA input file:
```
! RIJCOSX wB97M-V def2-TZVPD def2/J DEFGRID3
* xyz 2 1
N 1.81554 -0.28092 1.14625
C 2.65434 -0.70469 1.92551
O 3.47228 -1.14393 2.66399
K 0.92923 0.53073 -2.54931
V -0.03924 -0.09996 0.55678
N -0.56397 -1.48191 -0.62201
N -0.23070 1.46416 -0.50649
C -0.41086 -2.88792 -0.18247
C 0.41928 2.81697 -0.41845
C 0.79282 -3.47548 -0.91992
C -1.64932 -3.73995 -0.48042
C -0.18444 -2.94565 1.32513
C 0.09122 3.58859 -1.71026
C -0.12988 3.57608 0.79221
C 1.93724 2.65630 -0.27661
H 0.65077 -3.43716 -2.00920
H 0.93699 -4.52547 -0.62411
H 1.71258 -2.91882 -0.68440
H -2.54586 -3.29316 -0.03608
H -1.51570 -4.73534 -0.03398
H -1.82074 -3.89454 -1.55092
H 0.77309 -2.50601 1.63040
H -0.17490 -4.00316 1.62092
H -1.00083 -2.44919 1.87139
H 0.38179 3.07477 -2.64913
H 0.60993 4.55991 -1.70807
H -0.98598 3.78121 -1.77727
H -1.18086 3.84830 0.63806
H 0.43021 4.51443 0.93086
H -0.02873 2.99932 1.72084
H 2.23273 1.86077 0.42619
H 2.35161 3.59774 0.12497
H 2.45560 2.49052 -1.24324
C -1.69973 1.43672 -0.51950
H -2.07503 0.55638 0.05273
H -2.16628 2.32201 -0.05813
H -2.07628 1.39531 -1.55892
C -1.19416 -1.37848 -1.97115
H -2.10955 -1.99117 -2.01047
H -1.56006 -0.35975 -2.20785
H -0.51718 -1.74144 -2.77801
O 0.48057 0.33204 4.59717
C 0.31525 0.73199 3.44765
O -0.43345 0.20043 2.50608
H 0.85066 1.65941 3.10923
*
```

---

Below is a molecular structure, C12H25N3O3, with properties calculated with ωB97M-V/def2-TZVPD.

- strongest force on any atom (eV/Å) = 6.8
- LUMO (eV) = 0.0
- energy above the lowest of the compared OMol25 structures with the same formula, charge and spin (kJ/mol) = 1208.2
- calculated total energy (eV) = -23451.239

ORCA input file:
```
! RIJCOSX wB97M-V def2-TZVPD def2/J DEFGRID3
* xyz 0 1
C -1.63571 -0.78063 0.44040
C -0.28562 -0.46206 -0.14798
C -2.33837 0.58194 0.69494
C -3.71001 0.56193 1.22184
C -4.71882 -0.03211 0.38813
C -4.52094 0.66414 -1.04002
C 2.03482 -0.52544 -0.16182
C 2.94957 -1.73782 -0.40231
C 2.58379 0.69906 0.72103
C 3.21396 1.76725 -0.26413
C 4.45755 1.23774 -0.89339
C 3.65532 2.96084 0.56683
H -1.54425 -2.49681 1.96709
H -1.64598 -0.77945 2.72335
H -2.51016 -1.13515 -0.04931
H -1.66459 1.27218 1.44802
H -2.24190 1.41850 -0.09597
H -3.63674 0.08270 2.18516
H -3.96347 1.60417 1.32102
H -5.77390 0.32645 0.75273
H -4.86036 -1.12783 0.11496
H -4.29563 1.75057 -0.98015
H -3.82254 0.10841 -1.65558
H -6.76909 1.85594 -2.09162
H -6.65904 0.68283 -0.37821
H 0.84724 -1.28591 1.39704
H 1.82586 -0.41642 -1.32202
H 3.59535 0.27736 1.13143
H 1.92887 0.95369 1.58010
H 2.50435 2.28131 -0.91295
H 4.20038 0.16716 -1.33157
H 5.22978 1.19864 0.10364
H 4.85879 2.07863 -1.50951
H 4.48008 2.80068 1.29035
H 4.13769 3.70123 -0.06370
H 2.72654 3.42919 1.15545
H 1.02813 -2.14198 -1.09112
N -1.28007 -1.39044 1.81125
N -6.04588 0.42451 -1.50887
N 0.78876 -0.84664 0.41332
O -0.11756 0.17638 -1.23972
O 4.04803 -1.77056 0.25716
O 2.02850 -2.59671 -1.19739
*
```

---

Below is a single C12H25N5O3 molecule, with properties calculated with ωB97M-V/def2-TZVPD.

- strongest force on any atom (eV/Å) = 5.2
- LUMO (eV) = 0.4
- energy above the lowest of the compared OMol25 structures with the same formula, charge and spin (kJ/mol) = 143.8
- structure (SMILES) = [H]/N=C(/N)NCCC[C@H](N)C(=O)N[C@@H](CC(C)C)C(=O)O
- calculated total energy (eV) = -26442.878

ORCA input file:
```
! RIJCOSX wB97M-V def2-TZVPD def2/J DEFGRID3
* xyz 0 1
H 0.44147 -2.87110 -0.30361
N -0.10043 -2.73434 0.54005
C -1.31407 -2.52326 0.31463
N -2.16913 -2.72187 1.40625
N -1.83758 -2.10792 -0.85347
C -3.03870 -1.26751 -0.93336
C -3.14769 -0.05404 -0.09805
C -2.38803 1.16205 -0.72697
C -1.96369 2.14765 0.32413
N -2.79429 3.27714 0.39254
C -0.49561 2.50924 -0.00176
O -0.22707 3.70459 -0.04437
N 0.54348 1.59276 -0.17474
C 0.68761 0.29070 0.39719
C 1.76368 -0.51851 -0.42748
C 3.13694 0.16591 -0.80835
C 4.03630 0.61163 0.40560
C 3.94185 -0.75049 -1.63375
C 1.04351 0.29796 1.88230
O 1.25618 1.35507 2.43057
O 1.05872 -0.86247 2.51058
H -3.16178 -2.80636 1.19468
H -1.77300 -3.35254 1.97221
H -1.11919 -1.68807 -1.41850
H -3.89840 -1.89405 -0.66559
H -3.24172 -1.09172 -2.04230
H -4.20093 0.22668 0.10758
H -2.78821 -0.25956 0.93699
H -1.50235 0.81678 -1.23489
H -3.04573 1.73733 -1.44664
H -2.07581 1.63616 1.29407
H -2.56386 3.89225 -0.33917
H -2.66321 3.87946 1.16216
H 1.41682 2.11790 -0.27945
H -0.27267 -0.27548 0.32492
H 1.41826 -0.81188 -1.42137
H 1.95128 -1.50681 -0.01964
H 2.90090 1.13474 -1.33985
H 5.03493 0.85911 0.01017
H 4.15076 -0.11491 1.17488
H 3.60566 1.45379 0.93589
H 4.89635 -0.28954 -1.80690
H 4.16793 -1.70023 -1.04664
H 3.53283 -1.01211 -2.61474
H 0.79771 -1.65411 1.96419
*
```